Record 1
A single C17H12ClN5O4S molecule in a non-equilibrium geometry, computed with wB97M-V/def2-TZVPD.

Geometry as ORCA input:
```
! wB97M-V def2-TZVPD RIJCOSX def2/J DEFGRID3
* xyz 0 1
O 2.31625 -4.63465 -0.20364
O -2.38152 -1.33320 -3.11942
O -0.31046 -2.00158 -3.60029
O 1.64390 -5.24509 1.67422
Cl -0.94697 5.86017 2.91094
N 3.76281 3.34324 0.17845
N 0.37501 3.90119 1.38379
C 3.07075 2.42035 -0.45145
C 0.45121 5.04550 2.13148
C 1.78362 5.62639 2.36259
C -0.79914 1.59860 -0.34614
C 1.66428 2.30099 -0.11518
C 0.60383 1.42674 -0.60096
C 2.91918 5.07733 1.64664
C 1.52522 3.41039 0.74884
C -1.48935 0.63634 -0.99324
C 0.79337 0.41272 -1.49237
C -0.89523 -4.27294 1.15294
C -2.15606 -3.87611 0.77322
C 0.11350 -3.18883 -0.78726
C 0.23263 -3.98752 0.37437
C -2.29610 -2.95524 -0.35892
C -1.14405 -2.67052 -1.13225
N 2.75799 3.94102 0.86779
N -0.47392 -0.05097 -1.76539
N 1.46980 -4.61460 0.66483
C -3.65674 -2.39637 -0.52455
S -1.10544 -1.48921 -2.51068
H 3.45372 1.84461 -1.24839
H 1.91822 6.56366 2.90553
H -1.14825 2.29032 0.38834
H 3.84147 5.62269 1.67906
H -2.48842 0.36282 -1.02059
H 1.70396 0.07737 -1.91316
H -0.81703 -4.98104 1.92294
H -2.94628 -4.18034 1.44818
H 0.91706 -3.02364 -1.37524
H -3.85232 -1.52643 0.07663
H -4.02317 -2.21628 -1.56669
H -4.38734 -3.11788 -0.16499
*
```

Results
SMILES string: Cc1ccc([N+](=O)[O-])cc1S(=O)(=O)n1ccc(-c2cnn3ccc(Cl)nc23)c1
M (g/mol): 417.83
HOMO energy (eV): -8.11
Gap between HOMO and LUMO (eV): 7.1

Want to see where the charge sits? The Mulliken charges in e are: -0.578, -0.677, -0.718, -0.617, -0.166, -1.410, -0.356, -0.692, 0.462, -0.692, -0.793, -0.426, 0.823, 0.031, 0.697, -0.920, -0.133, -0.490, -0.683, -0.615, -0.263, 0.962, 0.171, 0.755, 0.106, 0.961, -1.632, 1.231, 0.468, 0.363, 0.549, 0.429, 0.593, 0.475, 0.495, 0.376, 0.750, 0.319, 0.342, 0.503



Record 2
2 unconnected molecules or ions with the total composition C17H12F2NO7S3 in a non-equilibrium geometry, computed with wB97M-V/def2-TZVPD.

Geometry as ORCA input:
```
! wB97M-V def2-TZVPD RIJCOSX def2/J DEFGRID3
* xyz -1 1
F 4.69059 -2.01442 1.79496
C 3.34849 -1.84988 1.51201
F 2.83242 -3.07111 1.14901
S 2.57052 -1.17702 3.01332
N 0.96950 -1.77264 2.66852
C 0.46747 -3.09382 2.83140
O 1.05310 -4.03843 3.31804
C -0.93437 -3.02203 2.31756
C -1.23044 -1.71215 1.99080
C -2.49489 -1.32520 1.53960
C -3.45784 -2.33756 1.39460
C -3.15542 -3.67253 1.73701
C -1.89030 -4.02665 2.22973
C -0.04196 -0.87735 2.31445
O 0.03800 0.33924 2.36102
H 3.20026 -1.10672 0.71101
H -2.69578 -0.27698 1.30267
H -4.45674 -2.09914 1.02025
H -3.92754 -4.43205 1.61235
H -1.62016 -5.03557 2.53927
C 2.11648 5.92402 2.56698
O 2.16614 4.46244 2.82799
C 1.08620 3.77482 3.12874
S -0.11915 3.44233 1.87047
O -0.54077 4.73631 1.34834
O 0.35723 2.41079 0.98922
C -1.39522 2.86052 3.02878
C -1.18901 3.18361 4.35849
C -2.16067 2.91372 5.32495
C -3.28988 2.17672 4.95896
C -3.45694 1.76505 3.62845
C -2.53534 2.15224 2.65059
S 0.39011 3.94408 4.75895
O 1.10007 3.10203 5.69529
O 0.14950 5.35462 5.02613
H 3.14079 6.15691 2.26282
H 1.39267 6.12424 1.76786
H 1.82330 6.43025 3.49316
H -2.01942 3.31178 6.32823
H -4.05312 1.95612 5.70849
H -4.32216 1.16840 3.32977
H -2.65859 1.89813 1.59809
*
```

Results
M (g/mol): 476.48
HOMO energy (eV): -2.91
Gap between HOMO and LUMO (eV): 4.5

Want to see where the charge sits? The Mulliken charges in e are: -0.231, 0.315, -0.210, -0.044, -0.016, 0.356, -0.626, -0.075, 0.553, -0.003, -0.707, -0.394, -0.526, 0.202, -0.414, 0.161, 0.431, 0.400, 0.370, 0.459, -0.647, -0.437, -0.037, 1.195, -0.716, -0.629, 0.243, 0.146, -0.699, -0.542, -0.488, -0.788, 1.330, -0.713, -0.684, 0.239, 0.265, 0.257, 0.421, 0.355, 0.396, 0.534



- What is the formula in the second record?
  C17H12F2NO7S3



- Which of these has the highest HOMO energy?
  C17H12F2NO7S3



- What is the formula in the first record?
  C17H12ClN5O4S



- Look up the gap between HOMO and LUMO of the second one.
  4.5 eV